No. 1
{
  "formula": "C27H60O15S6",
  "method": "ωB97M-V/def2-TZVPD",
  "charge": 0,
  "e_lumo_ev": 0.250,
  "relative_energy_ev": 0.625,
  "elements": ["C", "C", "H", "H", "O", "H", "H", "S", "H", "H", "H", "H", "C", "H", "C", "H", "S", "H", "H", "O", "C", "C", "H", "H", "H", "O", "H", "H", "H", "H", "H", "H", "C", "H", "H", "O", "H", "H", "O", "O", "H", "H", "H", "O", "H", "C", "O", "H", "C", "H", "H", "H", "H", "H", "H", "H", "H", "H", "H", "H", "C", "H", "C", "C", "H", "H", "C", "H", "H", "C", "S", "H", "H", "C", "H", "H", "C", "S", "C", "H", "H", "C", "C", "H", "H", "C", "C", "S", "H", "C", "H", "O", "C", "H", "C", "C", "C", "H", "C", "O", "O", "H", "H", "O", "S", "O", "O", "O"],
  "positions_angstrom": [[4.106329, 1.349454, -2.921328], [-3.982977, -2.732393, 3.305986], [-5.775857, 2.493619, 1.306200], [-0.301835, -0.171609, 0.850542], [-2.421463, 0.454850, 2.458923], [-5.204248, -1.309262, 2.251256], [2.886751, -4.270145, 0.646686], [4.138826, -3.882029, -2.709616], [2.460345, -2.094543, -3.066934], [-6.896521, 2.293540, 3.876336], [0.640973, -1.747011, 4.240684], [2.588955, -2.234365, -0.560221], [3.438362, -0.460086, 5.598371], [-3.800958, -2.940422, 4.383378], [-4.449021, -0.421496, 4.069826], [5.230646, 2.666240, -0.374694], [-1.133052, 2.658344, -1.322634], [3.085753, 3.098858, -2.449329], [1.311688, -0.370954, 3.451146], [-5.699356, 2.233721, 2.283339], [1.858246, -0.603579, 5.528727], [-1.340902, 0.779712, -5.884155], [3.748722, 0.623307, 5.648838], [-3.825026, -1.415271, -2.415954], [-6.899598, 3.874089, 3.155464], [-1.635591, -1.042424, -0.444448], [1.213959, 3.865069, 0.973745], [0.416051, -1.230640, -0.554144], [-1.166179, 3.789225, -4.180753], [-0.372871, 0.276937, -4.120190], [5.049235, 0.880343, -3.104877], [-0.282420, 2.133771, 1.833476], [-1.109339, 3.138397, -5.127006], [-1.140558, 3.696826, -6.038997], [1.503501, 0.415277, 5.741034], [3.139377, -2.266360, 2.236425], [1.088675, 2.184174, -0.671447], [-2.918973, -1.960558, 1.603749], [-1.748884, 3.816437, -1.954965], [2.641307, -3.474356, 4.412293], [-1.831048, -0.206032, -5.810343], [-3.330640, -1.702073, -0.273786], [2.321102, -5.205069, -0.751380], [-1.866320, -0.495531, 4.702289], [-2.441648, 1.702778, -4.168544], [2.505488, -3.105213, -2.609953], [5.194310, -2.967431, -3.097123], [-4.870169, 0.498298, 3.625984], [-1.816949, 2.429092, 0.326000], [0.783144, -0.048634, -5.453092], [-4.220051, -3.648060, 2.824890], [4.984969, -1.740995, 4.645855], [-2.179230, 1.373577, 0.450588], [-4.440447, -0.417506, 5.129416], [-0.146960, 4.862147, 0.382831], [4.855226, -3.501881, -0.388021], [4.829807, -5.223106, -0.881334], [-5.566506, -1.522138, -2.128412], [-7.768168, 2.627908, 2.425519], [4.246731, -0.479388, 3.529621], [-2.765861, -2.166249, 2.690648], [-1.564526, -0.238251, -1.021843], [-6.852572, 2.798795, 2.945810], [2.131310, -3.101676, -1.083730], [3.501583, -0.599878, -2.192902], [-3.015502, 2.207196, -5.726051], [4.192970, 2.572619, -0.746103], [-1.205853, 3.697554, 2.031060], [1.658920, -1.413865, 6.246855], [-5.019235, -1.626669, 3.283571], [3.716899, 0.854230, -0.381973], [4.777169, 3.533092, -2.547456], [3.769636, 1.532650, -3.938011], [-0.751587, 2.980640, 1.338587], [-4.518163, -2.968699, -2.121165], [-0.418008, -2.034700, 0.766901], [3.248537, 0.457638, -2.069215], [0.562403, 2.332953, -4.969431], [4.321636, -4.305210, -0.939227], [1.752988, -3.686665, -3.185291], [-1.830588, -2.621362, 2.885842], [-0.375870, -1.109725, 0.236035], [4.066115, 2.777710, -2.204588], [0.934815, 3.713942, -1.662084], [3.783854, -0.899560, 6.516703], [2.895547, -4.340907, -0.459444], [-0.048905, 0.642697, -5.112720], [2.867761, -2.232087, 3.672349], [3.582885, 3.188244, -0.110052], [0.267933, 3.803275, 0.470616], [-1.167157, 1.051330, -6.907618], [1.041302, 2.555653, -3.638110], [-2.114764, 1.932046, -5.183792], [2.193587, 0.747427, -2.235200], [0.484063, 3.141992, -0.831596], [4.082428, -1.169384, 4.398108], [1.504183, -1.119968, 4.183604], [-5.962710, -1.998736, 3.717851], [-4.578337, -1.908323, -1.833891], [-4.315913, -1.710007, -0.390886], [-1.147197, 1.394915, -2.099087], [-2.666014, 3.102937, 0.318649], [1.086748, -3.140638, -0.956454], [2.576607, 0.885723, 0.484290], [-2.666497, -0.456943, 3.531395], [4.899534, 0.052528, -0.074998], [1.410908, 2.698904, -6.084825], [3.988224, -5.132616, -3.446871]],
  "atomic_forces_ev_per_a": [[0.417, 1.635, -0.288], [0.273, 0.069, 1.687], [0.348, -0.649, 2.134], [0.568, -1.182, -0.240], [0.434, 1.211, -0.268], [-0.079, -0.035, 0.132], [-0.169, -0.021, -0.605], [0.834, -0.963, -0.154], [0.530, -0.610, 0.319], [-0.165, -0.439, 0.977], [-0.648, -0.448, -0.116], [-0.608, -0.134, -0.452], [0.079, 0.896, -0.359], [0.076, -0.240, -0.531], [0.678, 0.372, -2.756], [-0.388, -0.107, -0.265], [-0.351, -0.775, -1.280], [-0.945, 0.649, -0.187], [0.189, 0.621, -0.748], [-0.950, 1.517, -2.028], [2.206, 0.070, 0.785], [-0.438, -0.426, 0.664], [-0.302, -1.116, -0.289], [0.423, 0.550, -0.315], [0.953, 0.052, -0.219], [0.138, 0.981, -0.824], [0.445, 0.207, 0.456], [-0.420, 0.615, 1.110], [-0.225, -0.942, -1.589], [0.590, 0.555, -0.112], [1.081, 0.067, 0.532], [0.067, 0.182, 0.219], [0.323, -0.713, 1.869], [0.210, 0.452, -0.440], [-0.689, -0.864, 0.177], [-0.620, -0.292, 1.053], [-0.833, 1.173, -0.258], [0.278, -0.097, 0.990], [-0.006, -0.472, 0.292], [0.492, 0.981, -0.638], [-0.203, 0.570, -0.318], [-0.967, 0.226, -0.483], [0.232, -0.704, -0.152], [1.309, 0.117, 1.206], [0.278, -0.321, -0.078], [-1.241, 0.591, 0.389], [-0.753, 0.006, 0.024], [0.282, -0.217, 0.517], [-0.124, -0.186, 0.304], [-1.077, 0.978, -0.108], [-0.749, -0.762, -0.441], [-0.187, 0.217, -0.230], [0.577, 1.073, 0.049], [-0.205, -0.325, 0.950], [0.600, -1.294, -0.174], [-0.124, -0.392, -0.648], [0.710, -1.149, -0.029], [0.352, -0.055, 0.524], [-0.651, -0.593, -0.625], [0.236, -0.490, 0.867], [0.004, 2.606, -0.320], [-0.337, -0.828, 0.363], [0.462, 0.083, -0.215], [3.224, -0.337, -0.258], [-0.404, 0.222, -0.039], [0.049, 0.077, -0.237], [1.281, -0.683, 1.694], [0.011, -0.652, 0.112], [-0.619, 0.886, 0.113], [-0.863, -0.088, 0.447], [1.638, -0.007, -1.141], [-0.008, -0.372, -0.273], [-0.725, -0.263, 0.003], [-0.097, 0.059, -1.508], [-0.173, 0.127, 0.327], [0.267, -0.340, 0.932], [-0.535, -0.004, -0.164], [-1.408, 0.305, -1.041], [-0.934, 1.888, -0.456], [0.824, -0.094, 0.375], [0.869, -0.688, 0.195], [-0.130, 0.993, -1.427], [0.666, -1.253, -1.154], [-0.327, -0.179, 0.565], [0.176, -0.215, 0.378], [-1.384, 0.912, 0.843], [0.970, -0.834, 0.593], [-0.707, -0.115, -0.055], [-0.422, 0.334, 0.121], [-0.975, 1.610, 1.337], [0.020, -0.047, -0.676], [0.742, 0.171, 0.863], [0.621, 0.574, 0.075], [0.270, -0.565, 0.300], [1.270, -1.754, -0.904], [0.480, 0.679, -0.318], [-0.180, -0.838, -0.805], [0.261, 0.367, -0.169], [0.142, -0.388, 1.344], [0.110, -0.353, -1.489], [-0.145, 0.919, 1.175], [-0.330, -0.070, -0.012], [-1.094, -0.097, 0.290], [-0.700, -0.345, 0.839], [-2.456, -2.323, -1.502], [-1.152, 0.752, 0.080], [-0.305, -0.379, 0.325], [-0.033, 0.923, 0.495]],
  "lowdin_charge": [-0.180, -0.249, 0.118, 0.088, -0.330, 0.112, 0.105, 0.688, 0.082, 0.060, 0.079, 0.101, -0.196, 0.133, -0.172, 0.116, 0.718, 0.065, 0.095, -0.149, -0.198, -0.220, 0.122, 0.051, 0.079, -0.178, 0.100, 0.078, 0.101, 0.092, 0.108, 0.096, -0.172, 0.085, 0.123, -0.344, 0.106, 0.084, -0.322, -0.326, 0.123, 0.024, 0.109, -0.316, 0.089, -0.215, -0.336, 0.076, -0.204, 0.131, 0.110, 0.113, 0.084, 0.083, 0.143, 0.124, 0.087, 0.077, 0.065, 0.116, -0.189, 0.055, -0.148, -0.189, 0.076, 0.107, -0.229, 0.116, 0.122, -0.211, 0.674, 0.125, 0.108, -0.157, 0.073, 0.072, -0.231, 0.680, -0.205, 0.110, 0.081, -0.103, -0.184, 0.105, 0.094, -0.219, -0.245, 0.698, 0.084, -0.225, 0.108, -0.355, -0.191, 0.102, -0.278, -0.242, -0.242, 0.122, -0.118, -0.172, -0.362, 0.097, 0.075, -0.343, 0.694, -0.316, -0.320, -0.339]
}

=====

No. 2
{
  "formula": "C27H61FN5O6P",
  "method": "ωB97M-V/def2-TZVPD",
  "charge": 0,
  "e_lumo_ev": 0.552,
  "elements": ["N", "H", "H", "C", "N", "H", "H", "C", "H", "H", "H", "C", "C", "N", "C", "H", "C", "C", "H", "C", "H", "O", "C", "H", "C", "H", "H", "H", "H", "H", "H", "H", "H", "H", "H", "H", "H", "H", "H", "H", "O", "F", "H", "H", "C", "C", "H", "H", "H", "H", "H", "H", "H", "H", "C", "C", "H", "H", "H", "H", "H", "H", "O", "H", "H", "O", "H", "C", "H", "H", "C", "N", "C", "H", "C", "C", "C", "N", "C", "C", "H", "H", "H", "C", "O", "H", "H", "O", "H", "H", "C", "H", "H", "C", "H", "H", "H", "C", "C", "P", "H"],
  "positions_angstrom": [[8.971541, 1.348637, 0.767217], [1.706310, 4.742119, 0.982331], [4.868074, 1.212993, 0.036501], [0.943073, 1.353153, -4.469807], [3.466127, 1.579778, 1.552112], [1.518786, -1.222568, -2.078015], [2.727900, 2.049629, -5.461986], [2.448010, -2.740512, -3.299815], [1.343462, 2.074669, -1.400303], [5.548228, 1.649570, 1.621779], [1.901179, -2.470141, -4.201020], [0.608697, 4.709840, 1.102421], [2.468140, 1.588841, -4.508984], [-8.205605, -5.322576, 4.706700], [-1.134040, -0.309824, -1.473877], [3.869976, 3.559054, 2.127858], [-5.758020, -3.574077, 1.521075], [-2.676952, -2.492936, -4.850125], [-3.208685, -2.563237, -5.793181], [-2.317748, -0.244967, -2.430791], [-1.849062, 5.841565, 1.001937], [-3.485387, -1.751926, -3.968344], [2.519133, -1.583278, -2.314564], [0.730722, 0.285991, -4.388420], [8.497173, -0.001239, 0.537181], [-1.716678, -1.998435, -5.013110], [3.438403, -3.077305, -3.596526], [-1.661771, 5.015170, 2.546633], [-6.894202, -6.838324, 5.334331], [-7.934906, -6.174278, 6.607306], [-0.201115, 0.995588, -0.069741], [7.339549, 2.161217, -0.159321], [-5.197406, -4.098927, 2.293277], [-0.785898, 2.114298, -3.422561], [-2.171142, -2.381533, -2.503205], [-0.374088, -0.948939, -1.926968], [-1.550435, 6.787764, 2.476305], [2.791095, -0.743531, -5.128374], [1.424122, 1.441460, 1.370890], [-3.737532, -1.806145, -1.952809], [-8.671256, -3.536570, 3.391182], [4.712768, -0.710463, -2.223550], [3.874312, 2.377768, 3.449903], [-2.015233, 0.147255, -3.402402], [-7.989209, -4.080146, 4.238670], [2.372926, 0.997768, 1.025056], [2.772742, 2.295190, -3.738668], [0.509229, 1.695177, -5.408876], [4.866484, 0.029558, 1.343634], [-3.074847, 0.429958, -2.033183], [-9.367391, -7.046738, 4.657411], [0.681698, 3.112156, -3.334985], [8.349498, -0.526470, 1.483324], [-2.510891, -3.504097, -4.472741], [0.294979, 2.093424, -3.309964], [3.387324, 2.657591, 2.513393], [9.210730, -0.564833, -0.066572], [10.659741, 0.593218, 1.716286], [1.226932, 0.530778, -2.185015], [-6.651962, -0.493818, 1.180358], [-7.112642, -3.590084, 4.698292], [-5.333953, -0.745287, 0.033954], [-4.275884, -0.479893, 2.557414], [-10.266705, -5.542039, 4.366495], [10.930639, 2.103360, 0.820008], [-0.071015, 3.789376, 0.689556], [-9.234544, -6.202090, 3.099878], [-7.358361, -5.926037, 5.714197], [7.548304, 0.031223, 0.004878], [2.917124, -1.964190, -1.372886], [10.233177, 1.558690, 1.456407], [-5.441148, -2.161574, 1.575571], [-6.084360, -1.252223, 0.641958], [-6.572580, -5.227140, 5.993038], [0.665817, 1.438453, -1.964824], [-0.528948, 1.048805, -1.104751], [8.279921, 2.426976, 0.354534], [0.117492, 5.787850, 1.738397], [-1.319067, 5.863088, 1.953929], [3.411045, -0.407428, -2.671622], [3.086788, 0.456000, -2.089527], [-5.486530, -3.993503, 0.549470], [-6.753836, -1.817619, -0.000464], [4.763379, 1.091228, 1.116044], [2.417590, 0.074593, 0.232482], [-1.293952, 1.823223, -1.136956], [10.081435, 2.143991, 2.363544], [8.630256, 3.579120, 0.520011], [-1.461139, -0.821129, -0.566320], [1.906766, -3.566805, -2.845245], [-4.571671, -1.655668, 2.467821], [2.003526, 6.640291, 1.960003], [0.884145, 6.978666, 3.289128], [-9.333342, -6.072041, 4.177601], [2.341587, 2.877237, 2.719531], [-4.138409, -2.427574, 3.129765], [-6.823984, -3.728259, 1.691619], [-2.939655, -1.620648, -2.671645], [0.967210, 6.862664, 2.206706], [3.614450, 0.155755, -4.428345], [0.693473, 7.807295, 1.733089]],
  "atomic_forces_ev_per_a": [[0.040, -0.141, 0.051], [-0.014, -0.003, -0.009], [0.039, -0.049, -0.008], [0.081, 0.139, -0.033], [0.142, 0.047, 0.006], [0.145, -0.111, -0.089], [0.033, 0.202, -0.018], [-0.169, 0.219, -0.081], [-0.019, 0.174, 0.098], [-0.020, 0.035, 0.035], [-0.018, 0.020, -0.117], [0.010, -0.024, -0.112], [-0.193, -0.124, -0.379], [0.002, -0.141, 0.067], [-0.308, 0.088, -0.080], [-0.005, 0.018, 0.023], [-0.054, 0.118, -0.087], [-0.111, 0.161, 0.098], [-0.022, 0.043, -0.134], [-0.051, -0.137, -0.124], [-0.015, 0.001, -0.001], [-0.349, -0.105, -0.026], [0.145, -0.356, 0.105], [-0.086, -0.108, -0.021], [0.078, 0.072, 0.035], [0.170, -0.027, -0.057], [0.107, -0.112, 0.003], [-0.014, -0.003, 0.001], [0.020, -0.003, 0.017], [0.020, -0.003, 0.020], [0.007, 0.042, 0.091], [0.034, 0.008, -0.018], [0.015, -0.014, 0.011], [-0.121, 0.138, -0.072], [0.015, -0.162, -0.057], [0.029, -0.060, 0.071], [0.005, 0.018, 0.010], [-0.104, -0.172, 0.044], [0.034, 0.003, 0.001], [-0.109, -0.043, 0.051], [0.002, -0.031, -0.006], [0.309, -0.082, 0.077], [-0.006, 0.021, 0.014], [0.081, 0.077, -0.071], [0.051, 0.151, -0.029], [-0.196, -0.015, 0.052], [0.082, 0.085, 0.105], [-0.031, -0.034, -0.128], [0.020, -0.006, -0.025], [-0.057, 0.151, -0.033], [0.007, -0.015, 0.013], [-0.318, 0.243, 0.012], [-0.017, -0.019, -0.009], [0.114, -0.104, 0.047], [0.369, -0.270, 0.199], [0.046, -0.070, -0.061], [-0.014, -0.023, -0.011], [0.001, -0.020, 0.002], [-0.202, 0.289, 0.177], [-0.018, 0.008, -0.015], [-0.022, -0.002, 0.001], [-0.029, 0.025, -0.026], [-0.007, -0.017, -0.005], [-0.013, -0.006, -0.005], [0.015, 0.003, 0.005], [0.112, -0.067, 0.042], [-0.010, -0.008, -0.007], [-0.097, -0.007, -0.064], [-0.017, -0.003, -0.018], [-0.037, 0.129, 0.118], [-0.055, 0.032, -0.034], [-0.063, -0.106, -0.072], [0.092, 0.017, 0.074], [0.014, 0.016, 0.004], [-0.191, 0.047, -0.329], [0.172, -0.245, 0.269], [-0.139, 0.089, -0.099], [-0.020, 0.117, 0.093], [0.045, -0.035, -0.027], [-0.234, -0.146, -0.005], [0.212, -0.026, 0.015], [0.018, -0.026, 0.013], [-0.013, -0.018, -0.006], [-0.036, 0.006, 0.004], [-0.002, -0.014, 0.059], [-0.071, 0.122, 0.026], [0.013, 0.003, 0.009], [0.021, -0.011, 0.050], [-0.015, -0.033, 0.096], [0.064, -0.169, 0.045], [0.082, 0.044, 0.086], [0.018, -0.006, -0.007], [0.022, 0.015, 0.005], [0.031, 0.061, -0.003], [-0.029, 0.004, 0.001], [-0.004, 0.011, -0.008], [-0.001, -0.041, 0.001], [0.291, 0.154, 0.139], [-0.105, -0.044, -0.012], [0.353, 0.136, -0.061], [0.023, 0.015, 0.003]],
  "lowdin_charge": [-0.196, 0.127, 0.086, -0.257, -0.179, 0.067, 0.056, -0.115, 0.101, 0.080, 0.044, -0.356, -0.431, -0.197, -0.188, 0.088, -0.062, -0.115, 0.085, -0.171, 0.094, -0.190, -0.252, 0.089, -0.055, 0.083, 0.076, 0.094, 0.089, 0.089, 0.081, 0.123, 0.080, 0.099, 0.114, 0.091, 0.085, -0.065, 0.130, 0.112, 0.007, -0.123, 0.090, 0.108, -0.366, -0.326, 0.072, 0.102, 0.097, 0.114, 0.085, 0.107, 0.090, 0.085, -0.196, -0.058, 0.090, 0.084, 0.046, 0.094, 0.135, 0.082, 0.009, 0.093, 0.092, 0.018, 0.092, -0.060, 0.077, 0.110, -0.042, -0.189, -0.035, 0.082, -0.208, -0.190, -0.366, -0.195, -0.036, -0.544, 0.068, 0.088, 0.088, -0.042, 0.023, 0.110, 0.091, 0.012, 0.117, 0.070, -0.367, 0.082, 0.089, -0.039, 0.077, 0.129, 0.069, -0.236, -0.058, 0.978, 0.090]
}

=====

Looking at electronic energy for the records above, in order, we have -124691.5837 -60729.0907 eV.
Looking at HOMO energy for the records above, in order, we have -0.36904 -0.31192 Eh.
Looking at Kohn-Sham gap for the records above, in order, we have 10.29 9.04 eV.